[1]
The following is a DFT calculation (the ωB97M-V functional and the def2-TZVPD basis) of a single C18H27NO5S2 molecule in a non-equilibrium geometry.

XYZ file:
```
53
C18H27NO5S2, DFT the ωB97M-V functional and the def2-TZVPD basis
C -4.71774 -2.50310 -0.20851
C -4.21544 -1.07285 -0.33800
H -4.45464 -0.50450 0.56651
H -4.64504 -0.58088 -1.21303
O -2.80144 -1.03378 -0.54912
C -2.02289 -1.12955 0.53094
O -2.44710 -1.21400 1.65321
C -0.54066 -1.13535 0.14189
C 0.33816 -1.14674 1.40840
C 1.23274 -2.38408 1.49017
N 1.94387 -2.63690 0.26222
S 3.48704 -2.06101 0.12183
O 4.03264 -2.62860 -1.07525
O 4.14507 -2.28436 1.37448
C 3.40241 -0.29280 -0.12822
C 3.49374 0.60165 0.88903
S 3.43447 2.21322 0.31973
C 3.29241 1.67749 -1.30572
C 3.29058 0.32188 -1.39610
H 3.24386 -0.23386 -2.31457
H 3.22547 2.39500 -2.09933
H 3.60595 0.38764 1.93203
C 1.15600 -2.68446 -0.95341
C -0.32157 -2.42377 -0.67598
H -0.73515 -3.26932 -0.12333
H -0.85551 -2.35073 -1.62414
H 1.54791 -1.95072 -1.66283
H 1.27712 -3.67431 -1.40915
H 1.99520 -2.25892 2.25926
H 0.64239 -3.27184 1.73957
H -0.30838 -1.12346 2.28807
H 0.95304 -0.24918 1.42007
C -0.27065 0.09724 -0.73991
C -0.60138 1.43446 -0.06885
C -0.82950 2.53435 -1.11383
C -1.08489 3.87101 -0.42015
C 0.06036 4.16633 0.54520
H -0.14088 5.06895 1.12236
C 0.23421 2.97925 1.49006
O 0.47614 1.78521 0.78073
H 1.10123 3.11755 2.13931
H -0.66586 2.86258 2.11341
H 0.98698 4.30881 -0.01388
H -1.17705 4.66858 -1.15936
H -2.02408 3.81580 0.13649
H -1.67625 2.26587 -1.74673
H 0.06378 2.60831 -1.73770
H -1.51556 1.33471 0.54285
H -0.86886 0.01188 -1.64826
H 0.78294 0.12290 -1.01799
H -4.43629 -3.08193 -1.08490
H -5.79981 -2.50213 -0.11554
H -4.28913 -2.96750 0.67603
```

Output
Energy relative to the best compared isomer or geometry (same formula, charge and spin)   0.9 kcal/mol
Net charge   0

---

[2]
The following is a DFT calculation (the ωB97M-V functional and the def2-TZVPD basis) of a molecular structure, C18H27O15Pt in a non-equilibrium geometry.

XYZ file:
```
61
C18H27O15Pt, DFT the ωB97M-V functional and the def2-TZVPD basis
Pt -0.14258 1.00703 -0.50503
C 1.47547 3.54660 -3.45065
C 0.82549 2.63880 -2.45209
O 0.35511 3.10264 -1.37792
O 0.67802 1.41698 -2.71654
H 2.54251 3.66341 -3.28072
H 1.04524 4.55301 -3.52152
H 1.23341 3.22099 -4.46903
C 3.42428 0.15842 1.99782
C 2.63782 1.30993 1.32826
O 1.88018 0.95360 0.36012
O 2.74367 2.42142 1.82585
H 3.54849 0.47965 3.03303
H 4.43619 0.16927 1.58494
H 2.91531 -0.79889 1.91026
C -2.29461 2.42136 3.11140
C -1.10577 2.96703 2.29446
O -0.83765 2.32498 1.22681
O -0.44718 3.88898 2.75942
H -3.20866 2.83094 2.67966
H -2.25075 2.79071 4.13839
H -2.14322 1.34420 3.15630
C 1.35902 -5.63601 -1.69785
C 1.62353 -4.56450 -0.65930
C 2.95946 -3.85445 -0.97052
O 2.64391 -2.48003 -0.99258
C 1.30467 -2.32168 -1.09598
O 0.75467 -1.29848 -1.29324
O 0.68743 -3.52016 -0.92391
H 0.44902 -6.19415 -1.44587
H 2.10945 -6.43156 -1.60895
H 1.25644 -5.26627 -2.71151
H 1.60231 -4.95492 0.35591
H 3.39398 -4.13629 -1.93534
H 3.75598 -4.06546 -0.25404
C -3.16011 4.59618 -3.37920
C -3.79577 3.45342 -2.59142
C -4.40491 2.29933 -3.40726
O -3.87312 1.12267 -2.81809
C -2.84252 1.47763 -2.01154
O -2.08729 0.69339 -1.52434
O -2.78610 2.78888 -1.83209
H -2.35867 4.97894 -2.74688
H -3.89927 5.38395 -3.52186
H -2.76583 4.27135 -4.34117
H -4.52610 3.91324 -1.92258
H -4.29888 2.53051 -4.47109
H -5.48425 2.21331 -3.25911
C 1.70131 -3.26769 3.48231
C 0.22347 -3.07034 3.31440
C -0.29650 -1.91429 4.24818
O -0.83150 -0.98140 3.33440
C -0.48425 -1.27629 2.07074
O -0.75404 -0.62108 1.12754
O -0.00391 -2.55507 2.01709
H 2.30840 -2.44052 3.10672
H 2.08995 -4.12932 2.92949
H 1.97790 -3.40017 4.53283
H -0.32174 -3.96360 3.61908
H 0.56163 -1.49658 4.77084
H -1.09855 -2.29354 4.87297
```

Output
Energy relative to the best compared isomer or geometry (same formula, charge and spin)   26.3 kcal/mol
<S²>   2.00
Net charge   -1
2S+1   3

---

[3]
The following is a DFT calculation (the ωB97M-V functional and the def2-TZVPD basis) of a molecular structure, C18H28AlF6NO5PS2.

XYZ file:
```
62
C18H28AlF6NO5PS2, DFT the ωB97M-V functional and the def2-TZVPD basis
Al 0.25132 -0.72830 -0.18416
C 3.16046 -0.30894 1.63147
C 3.16857 0.28029 0.21942
C 4.57249 0.09015 -0.37523
C 2.12032 -0.40970 -0.61318
C 2.85439 1.78003 0.22663
C 2.70153 2.43804 -0.99733
C 2.43152 3.79325 -1.05618
C 2.29967 4.52950 0.11453
C 2.43513 3.89015 1.33325
C 2.70755 2.52851 1.38861
H 3.35733 -1.37913 1.57488
H 2.19774 -0.17916 2.12016
H 3.93499 0.14381 2.25499
H 4.82626 -0.96994 -0.38198
H 5.32586 0.62403 0.20647
H 4.61608 0.44785 -1.40278
H 2.44200 -0.64182 -1.62998
H 2.78616 1.86677 -1.91206
H 2.31697 4.27522 -2.01965
H 2.08496 5.58938 0.07196
H 2.32123 4.44846 2.25393
H 2.79746 2.05142 2.35329
F 0.29431 -4.17074 -2.94288
C -0.97242 -3.73807 -2.92302
F -1.57139 -4.36342 -1.90719
F -1.53451 -4.12984 -4.08619
S -1.07153 -1.89147 -2.79909
O -0.51822 -1.78299 -1.36503
O -0.05011 -1.44867 -3.71723
N -2.44138 -1.36298 -2.94812
S -3.98445 -1.89271 -1.86372
O -4.32645 -3.17461 -2.44195
O -4.82137 -0.75154 -2.19064
C -4.65847 -2.21284 -0.01856
F -5.90528 -2.68803 0.09825
F -3.83223 -3.08419 0.59071
F -4.59692 -1.05077 0.67875
C -0.30904 -3.08475 2.58787
C -0.29381 -1.56168 2.68441
C -1.51847 -1.03962 3.42964
O -0.25930 -1.00267 1.40607
H -0.64050 -3.54145 3.52106
H 0.67894 -3.47867 2.34581
H -1.00255 -3.38059 1.80436
H 0.61555 -1.25356 3.22740
H -2.42598 -1.44622 2.98666
H -1.56359 0.04719 3.36642
H -1.49238 -1.32376 4.48415
C -0.89376 2.03611 -2.24984
P -1.07319 1.26817 -0.61580
C -0.68426 2.57790 0.59300
C -2.84719 0.96973 -0.44594
H -1.57346 2.88475 -2.35140
H -1.13327 1.29369 -3.00982
H 0.13185 2.37125 -2.39009
H -1.57271 3.17153 0.81474
H 0.09386 3.22916 0.19789
H -0.31562 2.13259 1.51411
H -3.38699 1.92024 -0.45113
H -3.05879 0.43728 0.47871
H -3.19495 0.35641 -1.26945
```

Output
Energy relative to the best compared isomer or geometry (same formula, charge and spin)   0.0 kcal/mol
Net charge   -1

---

[4]
The following is a DFT calculation (the ωB97M-V functional and the def2-TZVPD basis) of 2 unconnected molecules or ions with the total composition C18H28BF3NO12S3 in a non-equilibrium geometry.

XYZ file:
```
66
C18H28BF3NO12S3, DFT the ωB97M-V functional and the def2-TZVPD basis
C -2.42648 3.78374 -0.38197
C -2.11832 2.87354 0.90759
O -3.02925 1.75325 1.10609
B -2.99426 0.80599 0.01562
O -4.16207 0.76656 -0.86931
C -1.80276 -0.25655 -0.31819
S -1.49770 -1.20495 1.29548
C -2.78798 -2.53390 1.49616
C -2.08046 -3.74703 2.30991
O -2.77740 -4.80275 2.50470
O -0.76032 -3.69492 2.84607
C -0.39091 -4.93798 3.50065
C 1.15345 -4.76667 4.01282
C 2.19755 -5.52612 3.01397
O 1.44654 -3.32080 4.10236
C 2.51887 -3.09007 5.04390
O 2.21964 -3.06388 6.28716
C 4.04217 -2.82919 4.54042
S 4.13676 -2.10727 2.81835
C -0.38083 0.40079 -0.70703
O -0.43373 1.39348 -1.76976
S -1.16487 0.80630 -3.16281
O -0.38244 1.00904 -4.43181
O -2.48093 1.57159 -3.30367
C -1.58681 -1.01476 -2.92682
N -2.42413 -1.56439 -4.04701
C -1.64854 -2.29254 -4.82982
O -0.80861 -2.71426 -5.66250
C -2.16168 -1.35280 -1.45257
H -2.16705 3.27717 -1.39330
H -1.70688 4.69891 -0.31846
H -3.48957 4.24071 -0.39843
H -1.01340 2.56576 0.89862
H -2.24676 3.56358 1.83677
H -4.89132 1.13315 -0.30503
H -3.61933 -2.09665 2.17703
H -3.20101 -2.96465 0.51937
H -1.02209 -5.16512 4.43871
H -0.37877 -5.85466 2.79369
H 1.27714 -5.18217 5.07668
H 3.28286 -5.26910 3.31989
H 2.07765 -5.19993 1.92145
H 2.05330 -6.67105 3.10347
H 4.60267 -2.08485 5.23237
H 4.59562 -3.83688 4.54491
H 2.82473 -1.85331 2.39919
H 0.09681 0.81620 0.26945
H 0.31634 -0.48269 -1.01404
H -0.56028 -1.56213 -2.99827
H -1.63268 -2.33951 -1.12687
H -3.29510 -1.61590 -1.45021
C 0.90265 3.79232 -3.69553
C 1.35278 5.20689 -4.01090
O 1.62468 5.98554 -2.85718
C 2.91321 5.83676 -2.19108
O 3.90932 5.96577 -3.04456
C 3.01153 4.53647 -1.30599
F 1.82692 4.27928 -0.67573
F 3.92350 4.68184 -0.30860
F 3.34259 3.40780 -1.97049
H 0.23701 3.77014 -2.82890
H 0.38251 3.35909 -4.55473
H 1.75281 3.14524 -3.48343
H 0.51569 5.71262 -4.50661
H 2.17698 5.21577 -4.73121
H 2.82623 6.61687 -1.41333
```

Output
Calculated total energy   -86509.9647 eV
Net charge   -1